(1)
Below is an isolated molecule of C24H37NO4S in a non-equilibrium geometry, with properties calculated with ωB97M-V/def2-TZVPD.

- total charge = 0
- SMILES = CCCCCCCCCCCCN1C/C(=C\C(=O)OCC)c2ccccc2S1(=O)=O
- E_LUMO (eV) = -0.44
- E_HOMO (Eh) = -0.34770

Each line ends with the natural charge from an NBO analysis.
Geometry (Å):
C  4.20  2.03  -2.56  -0.60
C  2.90  1.92  -1.76  -0.40
C  1.75  1.45  -2.65  -0.40
C  0.44  1.30  -1.87  -0.40
C  -0.31  2.63  -1.67  -0.38
C  -1.47  2.48  -0.69  -0.40
C  -1.02  2.59  0.77  -0.41
C  -1.91  1.77  1.71  -0.38
C  -1.55  1.89  3.19  -0.39
C  -0.14  1.43  3.57  -0.40
C  0.19  -0.03  3.25  -0.41
C  0.89  -0.20  1.90  -0.25
N  1.41  -1.53  1.72  -0.65
C  0.48  -2.56  1.31  -0.31
C  -0.07  -2.23  -0.05  0.08
C  -1.34  -1.86  -0.28  -0.31
C  -2.42  -1.78  0.72  0.77
O  -2.38  -2.10  1.88  -0.62
O  -3.52  -1.25  0.14  -0.50
C  -4.67  -1.08  0.97  -0.08
C  -5.46  -2.37  1.09  -0.63
C  0.92  -2.21  -1.13  -0.10
C  0.57  -2.46  -2.47  -0.18
C  1.53  -2.43  -3.46  -0.19
C  2.86  -2.14  -3.16  -0.20
C  3.22  -1.91  -1.84  -0.20
C  2.26  -1.94  -0.85  -0.23
S  2.81  -1.68  0.84  2.32
O  3.46  -2.90  1.24  -0.93
O  3.56  -0.46  0.91  -0.94
H  5.01  2.34  -1.91  0.21
H  4.10  2.76  -3.36  0.20
H  4.46  1.07  -3.00  0.19
H  3.05  1.20  -0.95  0.21
H  2.67  2.89  -1.32  0.19
H  1.60  2.16  -3.47  0.19
H  2.01  0.49  -3.09  0.20
H  0.66  0.85  -0.90  0.19
H  -0.22  0.62  -2.41  0.20
H  -0.68  2.96  -2.64  0.20
H  0.38  3.39  -1.30  0.19
H  -2.23  3.24  -0.89  0.20
H  -1.95  1.51  -0.85  0.19
H  0.01  2.24  0.86  0.20
H  -1.04  3.64  1.09  0.20
H  -1.87  0.72  1.41  0.18
H  -2.95  2.10  1.58  0.20
H  -1.66  2.93  3.49  0.20
H  -2.27  1.29  3.76  0.20
H  -0.04  1.58  4.65  0.21
H  0.60  2.08  3.09  0.20
H  0.86  -0.43  4.01  0.22
H  -0.73  -0.62  3.27  0.21
H  0.20  0.06  1.09  0.19
H  1.75  0.47  1.85  0.24
H  1.05  -3.49  1.28  0.24
H  -0.32  -2.65  2.05  0.27
H  -1.65  -1.54  -1.26  0.23
H  -5.25  -0.30  0.47  0.19
H  -4.34  -0.74  1.95  0.20
H  -4.87  -3.13  1.59  0.22
H  -6.36  -2.19  1.67  0.22
H  -5.75  -2.73  0.11  0.21
H  -0.45  -2.71  -2.71  0.22
H  1.25  -2.63  -4.48  0.22
H  3.60  -2.11  -3.94  0.23
H  4.23  -1.69  -1.56  0.24



(2)
Below is a structure of composition C37H55As3BN3O2SeZr, with properties calculated with ωB97M-V/def2-TZVPD.

- total charge = 0
- E_LUMO (eV) = -0.34
- energy relative to the best compared isomer or geometry (same formula, charge and spin) (eV) = 0.3995
- E_HOMO (Eh) = -0.28284

Each line ends with the Löwdin charge.
Geometry (Å):
Zr  0.84  -0.13  0.49  1.43
O  0.52  1.76  -0.23  -0.34
C  1.16  2.83  -0.65  -0.33
C  0.52  3.74  -1.50  -0.01
C  1.17  4.86  -1.97  -0.06
C  2.49  5.12  -1.60  -0.08
C  3.13  4.25  -0.74  -0.03
C  2.48  3.10  -0.25  -0.14
C  3.22  2.24  0.63  -0.08
N  2.83  1.13  1.14  -0.04
C  3.83  0.43  1.96  -0.17
C  3.56  -1.06  1.87  -0.19
N  2.13  -1.17  2.13  -0.09
C  1.76  -1.64  3.26  -0.07
C  0.42  -1.56  3.79  -0.15
C  0.11  -2.27  4.96  -0.05
C  -1.14  -2.18  5.53  -0.09
C  -2.09  -1.35  4.95  -0.06
C  -1.80  -0.60  3.83  0.00
C  -0.54  -0.69  3.23  -0.33
O  -0.25  0.04  2.17  -0.31
H  -0.50  3.52  -1.77  0.08
H  0.65  5.53  -2.64  0.11
H  3.00  5.99  -1.97  0.10
H  4.15  4.43  -0.45  0.12
H  4.23  2.59  0.86  0.14
H  3.72  0.75  3.00  0.13
H  4.84  0.67  1.63  0.12
H  4.15  -1.63  2.59  0.13
H  3.78  -1.43  0.87  0.08
H  2.51  -2.09  3.91  0.15
H  0.87  -2.92  5.39  0.12
H  -1.38  -2.75  6.42  0.10
H  -3.08  -1.27  5.40  0.11
H  -2.54  0.06  3.38  0.10
C  -4.54  1.73  1.37  -0.33
As  -2.76  1.74  0.53  1.13
C  -2.15  3.42  1.32  -0.30
C  -3.27  2.47  -1.23  -0.36
C  -3.46  1.41  -2.32  -0.66
C  -4.33  0.27  -1.78  -0.10
C  -2.11  0.87  -2.84  -0.32
As  -0.98  -0.47  -1.90  1.05
C  0.21  -0.73  -3.42  -0.29
C  -2.08  -2.07  -2.17  -0.35
C  -4.26  1.99  -3.52  -0.39
As  -3.88  3.56  -4.67  1.12
C  -1.95  3.53  -5.04  -0.35
C  -3.87  5.03  -3.37  -0.35
H  -4.42  1.93  2.44  0.01
H  -5.01  0.75  1.26  0.01
H  -5.19  2.49  0.95  0.02
H  -2.88  4.22  1.16  0.03
H  -1.20  3.70  0.88  0.00
H  -2.01  3.27  2.39  0.02
H  -2.50  3.19  -1.52  0.04
H  -4.20  3.04  -1.10  0.07
H  -3.86  -0.24  -0.94  0.04
H  -4.53  -0.47  -2.55  0.08
H  -5.30  0.66  -1.44  0.09
H  -1.44  1.69  -3.07  0.05
H  -2.30  0.35  -3.78  0.07
H  -0.39  -0.93  -4.31  0.04
H  0.87  -1.57  -3.21  0.02
H  0.81  0.17  -3.58  0.02
H  -2.67  -1.94  -3.08  0.03
H  -2.73  -2.25  -1.33  0.02
H  -1.41  -2.92  -2.28  -0.01
H  -5.26  2.24  -3.15  0.06
H  -4.41  1.18  -4.24  0.06
H  -1.67  2.61  -5.55  0.02
H  -1.35  3.65  -4.15  -0.01
H  -1.75  4.37  -5.71  0.01
H  -4.81  5.03  -2.82  0.02
H  -3.81  5.97  -3.92  0.01
H  -3.05  4.98  -2.66  0.00
C  4.00  -6.28  3.57  -0.05
C  3.06  -5.46  2.73  -0.28
C  3.47  -4.90  1.53  -0.02
C  2.61  -4.14  0.74  -0.30
C  3.13  -3.67  -0.60  -0.08
C  1.30  -3.91  1.18  -0.51
Se  0.09  -2.76  0.21  0.69
C  0.84  -4.54  2.35  -0.31
C  -0.60  -4.52  2.78  -0.08
C  1.73  -5.29  3.11  -0.03
H  5.04  -6.09  3.30  0.07
H  3.82  -7.35  3.44  0.08
H  3.89  -6.06  4.63  0.07
H  4.48  -5.06  1.19  0.12
H  3.60  -4.51  -1.12  0.09
H  3.90  -2.90  -0.49  0.06
H  2.34  -3.26  -1.22  0.02
H  -1.10  -3.58  2.52  0.03
H  -0.69  -4.67  3.86  0.07
H  -1.15  -5.32  2.29  0.09
H  1.37  -5.76  4.02  0.12
B  3.99  0.88  -2.91  -0.41
C  3.06  0.12  -1.91  -0.20
N  2.38  -0.38  -1.12  0.00
H  3.29  1.70  -3.47  0.01
H  4.84  1.41  -2.22  0.01
H  4.45  0.07  -3.68  0.01



(3)
Below is a structure of composition C3H3Cl2NS in a non-equilibrium geometry, with properties calculated with ωB97M-V/def2-TZVPD.

- total charge = 0
- E_LUMO (spin up / spin down) (eV) = -1.19 / -1.19
- energy relative to the best compared isomer or geometry (same formula, charge and spin) (eV) = 1.6967
- E_HOMO (spin up / spin down) (Eh) = -0.34942 / -0.34941

Each line ends with the natural charge from an NBO analysis.
Geometry (Å):
C  -0.23  0.24  -0.86  0.01
C  -0.94  1.00  0.06  -0.21
C  1.77  0.28  0.31  -0.18
N  0.87  -0.25  -0.77  -0.34
S  0.97  1.43  1.40  0.08
Cl  -1.86  2.40  -0.46  0.05
Cl  3.19  1.03  -0.73  -0.11
H  -0.79  0.06  -1.82  0.22
H  -1.40  0.49  0.93  0.26
H  2.14  -0.47  0.90  0.22



(4)
Below is an isolated molecule of C20H23N5O5S in a non-equilibrium geometry, with properties calculated with ωB97M-V/def2-TZVPD.

- total charge = 0
- SMILES = CCCCn1c(=O)[nH]c(=O)c2c1nc(CN1C(=O)c3ccccc3S1(=O)=O)n2CCC
- E_LUMO (eV) = -0.46
- energy relative to the best compared isomer or geometry (same formula, charge and spin) (eV) = 0.7579
- E_HOMO (Eh) = -0.30744

Each line ends with the natural charge from an NBO analysis.
Geometry (Å):
C  -3.63  -3.09  1.46  -0.62
C  -4.61  -1.98  1.11  -0.40
C  -4.94  -1.92  -0.38  -0.41
C  -3.75  -1.55  -1.27  -0.22
N  -3.22  -0.24  -0.93  -0.42
C  -3.89  0.89  -1.34  0.79
O  -4.91  0.85  -1.99  -0.63
N  -3.33  2.09  -0.95  -0.63
C  -2.17  2.35  -0.22  0.66
O  -1.84  3.49  0.05  -0.62
C  -1.53  1.12  0.13  -0.09
C  -2.06  -0.11  -0.23  0.37
N  -1.28  -1.11  0.23  -0.50
C  -0.28  -0.51  0.85  0.38
C  0.86  -1.26  1.45  -0.27
N  2.07  -1.00  0.70  -0.67
C  3.19  -0.44  1.24  0.68
O  3.31  -0.12  2.40  -0.58
C  4.22  -0.29  0.18  -0.16
C  5.50  0.20  0.38  -0.15
C  6.35  0.28  -0.71  -0.19
C  5.94  -0.13  -1.97  -0.18
C  4.65  -0.62  -2.17  -0.21
C  3.81  -0.69  -1.08  -0.22
S  2.12  -1.25  -0.99  2.30
O  1.97  -2.64  -1.26  -0.89
O  1.23  -0.33  -1.63  -0.91
N  -0.38  0.84  0.83  -0.29
C  0.53  1.83  1.35  -0.23
C  1.53  2.32  0.28  -0.42
C  1.44  3.82  0.07  -0.61
H  -2.65  -2.88  1.04  0.23
H  -3.98  -4.05  1.08  0.20
H  -3.52  -3.17  2.54  0.21
H  -4.21  -1.02  1.43  0.19
H  -5.55  -2.14  1.65  0.21
H  -5.31  -2.90  -0.71  0.20
H  -5.73  -1.19  -0.55  0.22
H  -4.07  -1.52  -2.31  0.23
H  -2.93  -2.26  -1.15  0.23
H  -3.85  2.91  -1.25  0.43
H  0.63  -2.32  1.39  0.25
H  1.05  -0.97  2.49  0.26
H  5.80  0.51  1.37  0.24
H  7.35  0.66  -0.58  0.23
H  6.61  -0.06  -2.81  0.23
H  4.31  -0.94  -3.14  0.24
H  1.06  1.40  2.21  0.22
H  -0.07  2.67  1.69  0.24
H  1.32  1.80  -0.66  0.23
H  2.55  2.05  0.58  0.20
H  0.43  4.10  -0.19  0.24
H  1.73  4.35  0.98  0.20
H  2.11  4.13  -0.73  0.21



Calculated E_tot (Eh), listed in the same order as above: -1690.620242 -10938.441390 -1489.351532 -1824.192177